<i>
Molecular formula: C2H9NO3
Method: DFT, wB97M-V/def2-TZVPD

The HOMO-LUMO gap is 10.7 eV.

The geometry in XYZ format:
```
15
Properties=species:S:1:pos:R:3:lowdin_charge:R:1
O -0.5034 -2.6205 -1.8129 -0.0753
O 1.0517 -0.7655 -0.2535 0.0072
O -1.4214 0.7543 -1.6252 -0.0576
N 1.1499 0.8647 1.3162 -0.0248
C 1.6774 -0.1099 0.5503 -0.3548
C -0.2608 1.2059 1.4236 -0.0640
H 2.7602 -0.2264 0.7422 0.1336
H -0.1385 -2.0458 -1.1151 -0.0115
H -0.3735 2.2513 1.1164 0.0866
H 1.7710 1.2725 1.9865 0.1190
H -1.5476 -0.1813 -1.8326 0.0271
H -0.8377 0.6630 0.6781 0.0590
H -0.5775 1.0589 2.4567 0.0837
H -1.8779 1.2342 -2.3240 0.0383
H -0.8718 -3.3553 -1.3067 0.0336
```

***

<ii>
Molecular formula: C2H9NO3
Method: DFT, wB97M-V/def2-TZVPD

The HOMO-LUMO gap is 10.5 eV.

The geometry in XYZ format:
```
15
Properties=species:S:1:pos:R:3:lowdin_charge:R:1
O -1.1078 1.4287 -0.6260 -0.0660
O -1.7118 -1.2887 0.1780 -0.0839
O 0.6003 1.2027 1.4014 -0.0341
N 0.9185 -0.7874 0.2943 -0.0146
C 0.3973 -0.0025 1.2428 -0.3918
C 1.5943 -0.2303 -0.8601 -0.0715
H -0.2519 -0.4497 2.0003 0.1308
H 0.9258 -0.2101 -1.7263 0.0890
H -2.5861 -1.1638 0.5832 0.0590
H -1.8630 -0.4618 -0.3351 0.0346
H 0.4646 -1.6610 0.1418 0.1102
H -0.2085 1.5670 -0.2565 0.0177
H -1.6085 2.1613 -0.2739 0.0499
H 1.9812 0.7598 -0.6520 0.0849
H 2.4557 -0.8642 -1.1118 0.0859
```

***

<iii>
Molecular formula: C2H9NO3
Method: DFT, wB97M-V/def2-TZVPD

The HOMO-LUMO gap is 5.8 eV.

The geometry in XYZ format:
```
15
Properties=species:S:1:pos:R:3:lowdin_charge:R:1
O -0.9664 1.1051 -2.1638 -0.0989
O 0.7354 -1.0213 0.3062 -0.2292
O 1.5707 -0.3055 -1.9747 -0.1093
N -0.7906 0.5528 0.4536 0.2386
C -0.3656 -0.4626 2.5756 0.2587
C -1.0932 0.3424 1.7225 -0.1823
H -0.0715 -0.2411 0.2771 -0.1735
H 1.4661 -1.2635 0.8827 0.0270
H 2.0952 0.4729 -1.7558 0.0390
H 1.5169 -0.8297 -1.1149 0.0068
H -0.4986 -0.3910 3.6537 0.1008
H -1.9884 0.8290 2.1139 0.1106
H -1.1867 1.0042 -1.2312 -0.0531
H -0.1219 0.6204 -2.0702 -0.0162
H 0.2132 -1.3035 2.2093 0.0812
```

***

Here are the energies relative to the best structure, in hartree: <i> 0.0000; <ii> 0.0093; <iii> 0.2496.

***

<i>
Molecular formula: C4H13N4O
Method: DFT, wB97M-V/def2-TZVPD

Its net charge is +1. The HOMO-LUMO gap is 10.9 eV.

The geometry in XYZ format:
```
22
Properties=species:S:1:pos:R:3:lowdin_charge:R:1
O -0.5420 -1.2203 0.4600 -0.0223
N 0.3841 3.5360 -0.7563 0.1919
N 0.5473 -2.4275 2.0025 0.1741
N -0.0156 1.6115 0.3588 0.2248
N 0.9282 1.5393 -1.7865 0.0632
C 0.5000 0.1925 -2.0868 -0.0579
C 0.3959 2.1946 -0.7645 -0.4364
C -0.5011 -2.2199 1.1736 -0.5449
C -1.6617 -3.1315 1.4357 0.0034
H -0.1099 0.6184 0.5820 0.0822
H 0.4419 3.9756 -1.6641 0.1269
H 0.6043 -0.6101 -1.3468 0.0691
H -0.5865 0.1464 -2.1984 0.1052
H 0.0041 2.1860 1.1892 0.1343
H -2.1685 -3.4252 0.5141 0.0924
H 1.0324 -0.3316 -2.8744 0.1002
H -1.3747 -4.1200 1.7946 0.0837
H 1.0647 2.1123 -2.6043 0.1543
H 1.3389 -1.8045 2.0012 0.1150
H -2.3446 -2.6490 2.1296 0.0994
H 0.7191 -3.3119 2.4433 0.1101
H -0.2275 4.0557 -0.1488 0.1310
```

***

<ii>
Molecular formula: C4H13N4O
Method: DFT, wB97M-V/def2-TZVPD

Its net charge is +1. The HOMO-LUMO gap is 10.3 eV.

The geometry in XYZ format:
```
22
Properties=species:S:1:pos:R:3:lowdin_charge:R:1
O 0.4359 -1.0841 -1.4073 0.0031
N -1.3045 -1.1160 2.7804 0.1777
N -0.0931 -0.3560 0.9780 0.1911
N -0.5680 0.1645 -2.9215 0.1695
N -0.4710 1.1016 2.6994 0.0144
C -0.7050 -0.0977 2.1514 -0.4237
C 0.2871 2.2587 2.2163 -0.0444
C 0.4172 -0.7412 -2.5773 -0.5280
C 1.3291 -1.2969 -3.6148 0.0114
H -0.3895 2.9239 1.6315 0.1032
H -1.0895 0.4671 -2.1339 0.0884
H 1.8743 -2.0783 -3.1558 0.0761
H 0.7193 2.7687 3.1214 0.1104
H 1.9563 -0.7244 -4.2735 0.0926
H -0.9207 -2.0792 2.8474 0.1599
H -0.8474 0.4474 -3.8308 0.1017
H 1.2046 1.9463 1.6429 0.1080
H 0.2155 -1.2771 0.7444 0.1051
H -1.7799 -0.8368 3.6421 0.1259
H 0.1349 0.2924 0.2585 0.0902
H 0.7940 -1.9197 -4.2758 0.0771
H -1.1997 1.2367 3.4770 0.1902
```

***

Here are the energies relative to the best structure, in hartree: <i> 0.0000; <ii> 0.0289.

***

<i>
Molecular formula: CH3NOP2S
Method: DFT, wB97M-V/def2-TZVPD

The HOMO-LUMO gap is 9.3 eV.

The geometry in XYZ format:
```
9
Properties=species:S:1:pos:R:3:lowdin_charge:R:1
S -0.3807 -1.3286 -1.0171 0.4475
P -1.9711 -1.5607 0.3341 0.5327
P -2.2926 1.4477 -0.1944 0.8661
O -2.7534 -0.0931 0.1818 -0.8487
N -0.8012 1.4314 -0.5844 -0.3822
C 0.1718 0.4550 -0.6933 -0.6508
H 0.8007 0.4230 0.2008 0.0727
H -1.2362 -1.1678 1.4773 -0.0963
H 0.8030 0.6549 -1.5619 0.0589
```

***

<ii>
Molecular formula: CH3NOP2S
Method: DFT, wB97M-V/def2-TZVPD

The HOMO-LUMO gap (spin up / spin down) is 6.6 / 6.6 eV.

The geometry in XYZ format:
```
9
Properties=species:S:1:pos:R:3:lowdin_charge:R:1
S -2.7891 2.5061 0.9914 0.4749
P -2.9821 2.2118 -1.1386 0.6419
P -1.0287 0.2294 0.1620 0.5934
O -2.0170 1.0495 -1.2330 -0.7467
N -1.4349 1.4113 1.1614 -0.6899
C 0.6308 -0.2047 0.2044 -0.2522
H 1.1882 0.6688 0.0507 -0.0437
H 0.7703 -1.1521 -0.3467 -0.0130
H -2.0129 -0.8208 0.4120 0.0352
```

***

Here are the energies relative to the best structure, in hartree: <i> 0.0000; <ii> 0.1116.

***

<i>
Molecular formula: CH4S
Method: DFT, wB97M-V/def2-TZVPD

The HOMO-LUMO gap is 10.2 eV.

The geometry in XYZ format:
```
6
Properties=species:S:1:pos:R:3:lowdin_charge:R:1
S 0.3500 0.1607 -1.3399 0.6216
C 0.1684 0.0334 0.4414 -0.5229
H 0.4908 0.9454 0.9472 0.0232
H -0.8426 -0.1115 0.7699 0.0191
H -0.8930 -0.2154 -1.6706 -0.1646
H 0.7265 -0.8126 0.8521 0.0236
```

***

<ii>
Molecular formula: CH4S
Method: DFT, wB97M-V/def2-TZVPD

The HOMO-LUMO gap is 10.2 eV.

The geometry in XYZ format:
```
6
Properties=species:S:1:pos:R:3:lowdin_charge:R:1
S -0.4337 -0.2656 -0.4388 0.6348
C 0.8415 0.4602 0.6784 -0.4588
H 1.4470 -0.4378 0.8978 0.0155
H -1.4661 -0.1314 0.2738 -0.2348
H 0.4904 0.8348 1.6242 0.0225
H 1.4195 1.2231 0.1539 0.0208
```

***

Here are the energies relative to the best structure, in hartree: <i> 0.0000; <ii> 0.0059.

***

<i>
Molecular formula: C4H11NOS
Method: DFT, wB97M-V/def2-TZVPD

The HOMO-LUMO gap is 9.7 eV.

The geometry in XYZ format:
```
18
Properties=species:S:1:pos:R:3:lowdin_charge:R:1
S -0.1508 -0.5610 -2.4802 0.7276
O -1.8734 -1.9805 1.9106 -0.0513
N -0.2348 -0.7292 0.7687 -0.0665
C 0.3126 0.6031 0.5536 -0.2799
C -1.4946 -0.6878 1.4728 -0.3260
C 1.5074 0.6069 -0.4025 -0.2428
C 1.1698 0.5213 -1.9083 -0.5659
H 2.1647 -0.1884 -0.0612 0.1074
H -1.3590 -0.0169 2.3279 0.1182
H -0.4405 1.3438 0.2237 0.1189
H 0.9005 1.5536 -2.1843 0.0716
H -1.1581 0.3187 -2.4318 -0.1332
H 2.0662 0.3630 -2.5115 0.0639
H -2.3540 -0.3044 0.9155 0.1222
H -1.3404 -2.1761 2.6887 0.0828
H 0.6827 0.9409 1.5218 0.1119
H 1.9797 1.5851 -0.2784 0.1067
H -0.3782 -1.1920 -0.1249 0.0344
```

***

<ii>
Molecular formula: C4H11NOS
Method: DFT, wB97M-V/def2-TZVPD

The HOMO-LUMO gap (spin up / spin down) is 8.9 / 8.9 eV.

The geometry in XYZ format:
```
18
Properties=species:S:1:pos:R:3:lowdin_charge:R:1
S -0.8704 -0.1151 0.2710 0.9321
O -1.9827 1.3366 -0.5660 -0.4767
N 0.7394 -0.0744 -0.3455 -0.4216
C -1.7008 -1.5394 0.3905 -0.3077
C -0.5237 0.4218 1.9563 -0.1897
C 1.3392 1.2420 -0.3218 -0.1294
C 0.8064 -0.7279 -1.6373 -0.1288
H 0.3268 -0.1422 2.3251 0.0676
H 0.4306 -0.0903 -2.4422 0.0943
H -1.0677 -2.3410 0.7418 0.0133
H -0.3291 1.4874 1.9596 0.0567
H 1.8419 -1.0047 -1.8404 0.0914
H 0.6319 1.9994 -0.6822 0.0869
H 2.2232 1.2527 -0.9584 0.0911
H -1.4173 0.2043 2.5307 0.0645
H -2.2880 -1.7571 -0.4874 0.0090
H 1.6399 1.4830 0.6965 0.0757
H 0.2004 -1.6352 -1.5904 0.0712
```

***

<iii>
Molecular formula: C4H11NOS
Method: DFT, wB97M-V/def2-TZVPD

The HOMO-LUMO gap is 9.7 eV.

The geometry in XYZ format:
```
18
Properties=species:S:1:pos:R:3:lowdin_charge:R:1
S 1.1242 0.5058 2.6771 0.6552
O -1.0353 -1.7342 -1.1256 0.0329
N 0.5977 0.1430 -3.7321 -0.0087
C -0.6680 -1.2865 -2.1820 -0.2563
C 0.4212 -0.2633 -2.3318 -0.2355
C -1.0472 0.7916 1.0531 -0.2007
C -0.6791 0.8592 2.5185 -0.6004
H -2.0947 1.0604 0.9126 0.0774
H -1.1353 -1.6470 -3.1181 0.1199
H 1.4193 -0.2961 -4.1235 0.0636
H 1.3576 -0.5846 -1.8717 0.1253
H -1.1969 0.1022 3.1033 0.0620
H 0.8277 1.1327 -3.7387 0.0656
H 1.2059 0.6197 4.0031 -0.1697
H -0.8251 1.8309 2.9811 0.0578
H -0.9541 -0.2123 0.6412 0.0448
H 0.0840 0.5914 -1.7370 0.1088
H -0.4095 1.4731 0.4883 0.0580
```

***

<iv>
Molecular formula: C4H11NOS
Method: DFT, wB97M-V/def2-TZVPD

The HOMO-LUMO gap is 9.8 eV.

The geometry in XYZ format:
```
18
Properties=species:S:1:pos:R:3:lowdin_charge:R:1
S -1.9547 0.7015 1.0545 0.6991
O 2.0759 -1.5322 0.8776 -0.0628
N 0.3083 1.0591 -1.1148 -0.0875
C 0.0444 0.2839 -2.3299 -0.1254
C -0.6257 -0.4908 0.6456 -0.5161
C 1.6641 -0.8060 -0.2733 -0.2324
C 0.6043 0.2541 0.0668 -0.4248
H 1.2323 -1.5721 -0.8998 0.1159
H -0.5253 1.6019 -0.9218 0.0590
H 1.0054 0.0646 -2.7967 0.0785
H -0.5509 0.8868 -3.0139 0.0822
H -2.5569 -0.0178 2.0069 -0.1549
H -0.5366 -0.6252 -2.1616 0.0738
H -0.3330 -1.0289 1.5441 0.0721
H 0.9242 0.8836 0.9087 0.1369
H 2.4910 -0.2621 -0.7270 0.1259
H -1.0601 -1.2416 -0.0245 0.0685
H 2.6133 -0.9761 1.4524 0.0920
```

***

Here are the energies relative to the best structure, in hartree: <i> 0.0000; <ii> 0.2055; <iii> 0.0072; <iv> 0.0044.

***

<i>
Molecular formula: C4H11NOS
Method: DFT, wB97M-V/def2-TZVPD

The HOMO-LUMO gap is 9.6 eV.

The geometry in XYZ format:
```
18
Properties=species:S:1:pos:R:3:lowdin_charge:R:1
S 0.5341 0.3031 -1.7832 0.7360
O -1.1918 -0.7048 4.3518 0.0556
N -0.4012 0.6645 2.7102 0.0778
C 0.5121 -0.0393 -3.5183 -0.4788
C 2.2651 0.4803 -1.4981 -0.4622
C -2.3130 -0.8925 2.1641 -0.0130
C -1.3300 -0.3670 3.2125 -0.5465
H -0.3732 0.1088 -4.1609 0.0528
H 2.4019 1.5918 -1.2385 0.0489
H 0.6902 -0.9970 -3.8065 -0.0083
H -3.1946 -0.2339 2.3075 0.0932
H -1.9185 -0.7243 1.1606 0.0617
H 1.0840 0.6300 -4.1704 0.0472
H -2.5099 -1.9674 2.3879 0.0943
H 0.0201 0.5913 1.7293 0.0967
H 2.7177 -0.0192 -0.7109 -0.0068
H 0.1795 1.1796 3.3722 0.0776
H 2.8276 0.3959 -2.5094 0.0738
```

***

<ii>
Molecular formula: C4H11NOS
Method: DFT, wB97M-V/def2-TZVPD

The HOMO-LUMO gap is 9.7 eV.

The geometry in XYZ format:
```
18
Properties=species:S:1:pos:R:3:lowdin_charge:R:1
S -1.3879 0.3118 2.5354 0.6669
O -0.3921 -1.2537 -2.5663 -0.0655
N 0.7927 -1.1665 -0.0002 0.0335
C 0.0679 1.0745 0.3194 -0.2633
C -0.2142 -0.0130 -1.9210 -0.2474
C 0.1491 0.9979 1.8387 -0.5716
C -0.3151 -0.2596 -0.3918 -0.3748
H 1.0127 1.5739 -0.0180 0.1216
H -0.8885 -0.8731 3.0477 -0.1192
H 0.9198 0.3129 2.3568 0.0896
H -1.0468 0.5714 -2.3188 0.1151
H 0.6096 0.6937 -2.2287 0.1293
H -1.2369 -0.7443 -0.1075 0.1180
H 1.7442 -0.8927 -0.2086 0.0850
H 0.0835 -1.9914 -2.1759 0.0635
H -0.7559 1.7536 -0.0541 0.1260
H 0.6382 -2.0278 -0.5024 0.0477
H 0.2197 1.9322 2.3954 0.0457
```

***

Here are the energies relative to the best structure, in hartree: <i> 0.0000; <ii> 0.0084.

***

<i>
Molecular formula: C3H10OS2
Method: DFT, wB97M-V/def2-TZVPD

The HOMO-LUMO gap is 8.3 eV.

The geometry in XYZ format:
```
16
Properties=species:S:1:pos:R:3:lowdin_charge:R:1
S 0.0051 -0.1679 -1.0109 0.6188
S 1.4149 -0.6773 0.9295 0.5864
O -3.2396 -1.0304 -0.7083 -0.0983
C -0.1304 1.5346 -0.4610 -0.6434
C 1.2454 2.1820 -0.6141 -0.2067
C -0.0630 -1.2166 1.8031 -0.5404
H -2.3170 -0.9609 -0.3917 -0.0523
H 1.3199 3.1814 -0.1859 0.0697
H -0.4580 -2.1242 1.4316 0.0128
H 1.9358 1.6037 -0.0392 -0.0108
H -0.4233 1.1993 0.5292 0.0037
H 0.2996 -1.3186 2.8450 0.0359
H 1.5813 2.2426 -1.6694 0.0829
H -0.8200 -0.4277 1.8746 0.0252
H -3.2503 -0.0643 -0.8330 0.0291
H -1.0077 2.0244 -0.9362 0.0874
```

***

<ii>
Molecular formula: C3H10OS2
Method: DFT, wB97M-V/def2-TZVPD

The HOMO-LUMO gap is 9.3 eV.

The geometry in XYZ format:
```
16
Properties=species:S:1:pos:R:3:lowdin_charge:R:1
S -1.8870 -3.5805 -0.2719 0.4284
S -1.8095 -3.7263 -2.3938 0.3161
O -0.5840 1.9856 -1.0520 -0.1312
C -0.3082 -1.3561 -0.6200 -0.3600
C 0.0000 0.0000 0.0000 -0.1605
C -1.4448 -1.9090 0.2124 -0.6099
H -0.9123 0.6020 -0.1478 0.0526
H 0.2531 0.0025 1.0736 0.0912
H -3.0815 -3.3615 -2.6614 -0.2040
H -0.0870 2.6335 -1.6010 0.0789
H -2.4021 -1.3885 0.0172 0.0726
H 0.8268 0.4715 -0.5575 0.0816
H -0.8681 1.2892 -1.6866 0.0646
H -1.2395 -1.8402 1.2980 0.0923
H 0.6184 -1.9591 -0.6774 0.1152
H -0.7004 -1.2431 -1.6490 0.0718
```

***

Here are the energies relative to the best structure, in hartree: <i> 0.0000; <ii> 0.0022.

***

<i>
Molecular formula: C3H10OS2
Method: DFT, wB97M-V/def2-TZVPD

The HOMO-LUMO gap is 9.8 eV.

The geometry in XYZ format:
```
16
Properties=species:S:1:pos:R:3:lowdin_charge:R:1
S -0.0475 0.1692 -3.2115 0.3336
S 1.4056 0.8838 -1.9776 0.3003
O -0.3464 2.1703 1.5970 -0.0921
C 0.0526 1.0812 2.4178 -0.3221
C 0.2344 -1.6243 -3.1579 -0.4816
C -0.5100 -0.2477 1.9559 -0.0915
H -0.9099 -0.8266 2.7815 0.0664
H 1.1949 -1.8585 -3.5890 0.0235
H -0.2408 1.2663 3.4553 0.1044
H -1.2511 2.0384 1.2909 0.0781
H -1.3143 -0.1067 1.2290 0.0735
H -0.5797 -2.0230 -3.7634 0.0246
H 1.1437 1.0736 2.3827 0.1106
H 0.2515 -0.8955 1.4912 0.0735
H 0.1187 -1.9574 -2.1310 0.0223
H 0.7984 0.8570 -0.7710 -0.2233
```

***

<ii>
Molecular formula: C3H10OS2
Method: DFT, wB97M-V/def2-TZVPD

The HOMO-LUMO gap is 9.1 eV.

The geometry in XYZ format:
```
16
Properties=species:S:1:pos:R:3:lowdin_charge:R:1
S -1.9242 0.0806 -0.5199 0.3824
S -1.0094 1.7175 0.5484 0.3436
O 3.2487 -1.4529 0.8100 -0.1046
C 2.6757 -1.3709 -0.5192 -0.3073
C -2.9499 -0.6155 0.7478 -0.5394
C 2.7064 -0.0403 -1.2638 -0.0873
H 3.2494 -2.1313 -1.0388 0.1043
H 2.5411 -1.0504 1.3637 0.0866
H 3.6188 0.1010 -1.8751 0.0824
H 1.6369 -1.7488 -0.4181 0.1089
H 2.6467 0.8319 -0.6218 0.0568
H 0.2504 1.3886 0.2862 -0.2588
H -3.8931 -0.0809 0.8017 0.0221
H 1.7672 0.0142 -1.7934 0.0597
H -3.1504 -1.6985 0.7163 0.0457
H -2.4371 -0.3482 1.6769 0.0049
```

***

<iii>
Molecular formula: C3H10OS2
Method: DFT, wB97M-V/def2-TZVPD

The HOMO-LUMO gap is 6.1 eV.

The geometry in XYZ format:
```
16
Properties=species:S:1:pos:R:3:lowdin_charge:R:1
S 1.5175 -0.2310 -0.8289 0.6573
S -1.1096 -0.3903 0.8413 0.7345
O -0.8993 -1.8047 -2.1177 -0.1465
C -1.2931 1.3275 0.3227 -0.6885
C -0.3919 2.2531 1.1132 -0.2025
C 1.7823 -1.8531 -0.0232 -0.5255
H -2.3565 1.5728 0.4043 0.0717
H -0.5035 2.0814 2.1832 0.0653
H 1.2323 -2.6468 -0.5313 0.0236
H 0.6642 2.0383 0.9196 0.0385
H 1.3629 -1.9103 0.9730 0.0009
H 2.8603 -1.9789 -0.0941 0.0185
H -0.5409 3.2859 0.7868 0.0753
H -0.0681 -1.3015 -2.0086 -0.0970
H -1.0364 1.3099 -0.7327 0.0431
H -1.2202 -1.7524 -1.2076 -0.0688
```

***

Here are the energies relative to the best structure, in hartree: <i> 0.0000; <ii> 0.0175; <iii> 0.0943.